Here is a cluster of 4 separate species, C27H58N3O7P in total from the Open Molecules 2025 dataset. Energies are from wB97M-V/def2-TZVPD.

The geometry in XYZ format:
```
96
Properties=species:S:1:pos:R:3:forces:R:3
P -2.19303 0.16446 -2.05415 -0.2 -1.2 -2.4
O -1.08045 5.30313 2.03454 0.0 -0.1 -0.1
O 0.03713 4.20511 -1.21835 0.1 -0.2 -0.2
O 1.38292 0.34380 -0.25377 0.7 -0.2 -0.1
O -2.90808 -0.52949 -0.76842 0.7 0.9 0.8
O 0.01976 -1.45948 -0.59101 0.7 0.6 0.3
O 2.42814 2.26792 -0.91218 -1.5 -1.2 0.3
O -3.07730 1.50143 -2.38020 0.5 0.2 0.7
N 5.77437 -8.60669 0.43038 0.2 -0.1 0.0
N -1.63348 -5.68290 -1.78684 -0.1 0.2 0.1
N -2.89598 9.24366 2.87840 0.1 -0.1 0.2
C 5.18632 -7.40474 0.98783 -0.2 0.1 0.0
C -2.11734 -6.48671 -2.89029 0.0 -0.2 -0.1
C 1.43427 1.58280 -0.87834 1.8 1.5 -0.2
C -0.21335 4.82413 1.04839 0.2 -0.1 -0.2
C -1.97062 11.26020 4.15711 0.1 0.0 0.1
C 0.27931 -0.29802 -0.72201 -1.2 -0.8 -0.4
C 0.85422 -6.12244 -2.19868 0.1 0.1 0.1
C -3.36911 4.84464 2.60141 0.6 0.0 -0.2
C -2.00451 9.11921 1.73990 0.0 -0.1 -0.3
C 0.11142 1.84286 -1.50269 -0.5 -0.6 -0.1
C -0.92719 4.38154 -0.21279 -0.3 0.4 0.3
C 7.69513 -7.47682 -0.83137 0.1 -0.1 0.0
C -4.95420 9.00871 1.52140 0.0 0.0 0.0
C -4.20664 9.79035 2.59165 -0.1 0.0 -0.1
C -2.20376 -7.96822 -2.55382 0.0 0.0 -0.1
C 7.20320 -8.49985 0.19965 0.2 0.0 0.1
C -1.69169 10.38231 0.92666 0.1 0.0 0.0
C -1.10995 -3.56381 -3.12598 0.0 0.1 0.0
C -1.93315 4.31607 2.59371 -0.5 0.5 0.4
C 3.78260 -7.62641 1.53173 0.0 0.0 0.0
C -1.83952 -4.25703 -1.97113 -0.1 0.2 0.0
C -0.57095 0.70082 -1.44246 -0.8 0.2 1.3
C -2.30388 9.76464 4.09673 0.0 0.0 0.2
C 4.63655 -8.42250 -1.85374 0.0 -0.1 -0.1
C 5.00501 -9.25155 -0.61715 -0.3 -0.1 -0.1
C -0.34533 -6.07113 -1.24388 0.2 -0.3 0.1
C -0.28242 3.14019 -2.09787 0.7 0.8 0.5
H -1.63686 4.15058 3.62069 0.3 -0.2 0.3
H 5.82052 -7.07449 1.81449 0.1 0.0 -0.1
H -1.21786 10.10004 -0.01580 0.0 0.0 0.0
H -3.62941 5.19124 3.58742 -0.3 0.0 0.3
H 5.53632 -10.15204 -0.93354 0.1 0.1 0.0
H -4.49202 9.11282 0.53891 0.0 0.0 0.0
H 7.67221 -8.26484 1.16049 -0.1 0.0 0.0
H -3.04415 2.18454 -1.69841 -0.2 0.1 0.1
H -0.45480 -7.05981 -0.78853 0.0 0.0 -0.1
H -1.33470 3.18545 -2.31767 -0.3 -0.2 -0.5
H -2.78423 -8.12644 -1.64434 0.0 0.0 0.0
H 5.48575 -8.27226 -2.51822 0.0 0.1 0.0
H 0.42706 4.01472 1.39924 0.1 -0.2 0.2
H 7.25314 -6.49235 -0.67646 0.0 0.0 0.0
H -4.16516 10.85057 2.29507 -0.1 0.0 0.0
H -1.73148 11.54031 5.18501 0.0 0.0 0.0
H -4.79517 9.74943 3.51186 0.1 0.0 0.1
H -0.10881 -5.40880 -0.40829 -0.1 0.1 -0.1
H 3.06240 -7.83253 0.73860 0.0 0.0 0.0
H -2.91525 -4.09675 -2.10534 0.0 -0.1 0.0
H 0.30032 3.30681 -2.99054 0.1 0.1 -0.4
H 5.16031 -6.57471 0.26395 0.0 0.0 0.0
H -2.43023 8.37657 1.05868 -0.1 0.0 0.0
H -4.99634 7.94829 1.77399 0.0 0.0 0.0
H -1.06786 8.67146 2.07851 0.0 0.0 0.2
H 4.07690 -9.62250 -0.17346 0.0 0.1 0.0
H -3.82590 -0.68139 -0.99346 -0.4 -0.3 -0.1
H -2.69535 -8.50342 -3.36719 0.0 0.0 0.0
H -1.86376 3.36507 2.08250 0.1 -0.2 -0.3
H 1.68137 -6.64862 -1.71620 0.0 0.0 0.0
H 3.76648 -8.45703 2.23801 0.0 0.0 0.0
H 7.48677 -7.79350 -1.85232 -0.1 0.0 0.0
H -1.21875 -8.41644 -2.41791 0.0 0.0 0.0
H -2.80777 11.88124 3.83740 0.0 0.0 0.0
H 3.44378 -6.73086 2.05366 0.0 0.0 0.0
H -2.59098 10.94851 0.68034 0.0 0.0 0.0
H -3.39470 5.70840 1.95687 -0.1 0.3 -0.3
H -1.58923 -3.74514 -1.03903 0.1 -0.1 0.0
H -1.40005 9.19012 4.31520 0.0 0.0 -0.1
H -2.99228 9.53764 4.91733 -0.1 0.0 -0.1
H 0.62669 -6.65549 -3.12292 0.0 0.0 0.0
H -0.04580 -3.45082 -2.92327 0.0 0.0 0.0
H -1.00021 11.04465 1.44460 -0.1 0.1 0.0
H 0.43105 5.64421 0.77494 0.3 0.3 0.0
H -3.12261 -6.13868 -3.14191 0.0 0.1 0.0
H -1.64829 5.14927 -0.48655 -0.1 0.3 -0.2
H -1.50423 3.47730 -0.02940 0.0 -0.4 0.0
H 7.58545 -9.48777 -0.07040 -0.1 0.0 0.0
H 4.22937 -7.44595 -1.58831 0.0 0.0 0.0
H -4.07071 4.11199 2.23244 -0.3 -0.2 0.1
H -1.23043 -4.09448 -4.07173 0.0 0.0 0.0
H -5.97696 9.37862 1.44078 0.0 0.0 0.0
H 1.21588 -5.12797 -2.45454 0.0 0.0 -0.1
H -1.50799 -6.36301 -3.80001 0.0 0.0 0.0
H -1.10211 11.50967 3.54939 0.0 0.0 -0.1
H -1.51639 -2.55984 -3.26111 0.0 0.0 0.0
H 3.87063 -8.94730 -2.42873 0.0 0.0 0.0
H 8.77800 -7.36443 -0.74718 0.0 0.0 0.0
```
Forces are in eV/Å.

Its structure (SMILES) is CCOCCOCC1=C(P(O)O)C(=O)OC1=O.CCN(CC)CC.CCN(CC)CC.CCN(CC)CC. Its multiplicity is 1. The calculation puts the calculated total energy at -2095.8078 Ha. The orbital gap is 6.5771 eV.